This record from the Open Molecules 2025 dataset describes a 2-piece molecular cluster, C4H10Cl4Si2 overall. The level of theory is the ωB97M-V functional and the def2-TZVPD basis.

Structure (XYZ):
```
20
Properties=species:S:1:pos:R:3:forces:R:3
C 0.868954 -0.780468 -1.824091 1.1 1.1 3.6
C -0.245703 0.775080 0.749817 0.8 -3.0 2.0
C 1.121179 -1.141115 -0.299750 0.5 1.0 -1.1
C 0.018394 -0.838924 0.686512 -0.7 1.0 -0.5
Si 0.442353 -1.349760 2.448174 -1.0 -1.2 -2.5
Si -1.370800 -4.232160 -2.536447 1.2 0.3 -0.6
Cl 1.839128 -0.121209 2.997872 2.2 1.4 1.1
Cl -0.556040 -5.153506 -0.883674 0.4 -0.2 0.4
Cl -3.308020 -4.413656 -2.082286 -1.6 -0.1 0.2
Cl 0.864983 -3.286813 2.877600 0.3 -0.4 -0.2
H 0.087027 -1.386375 -2.111301 -2.0 -0.8 -1.3
H 1.779179 -1.121222 -2.236869 0.8 0.0 -1.2
H 0.732990 0.319634 -1.874945 -0.1 -0.9 -0.5
H 0.758325 1.161526 1.118971 -1.5 0.4 -1.4
H -0.735756 0.975031 -0.214805 0.6 0.9 0.7
H -0.917425 0.808642 1.645475 0.0 0.9 -1.0
H 1.455904 -2.163278 -0.229139 0.0 -0.6 -0.1
H 2.005227 -0.537531 -0.055623 -0.1 -0.1 0.4
H -0.976604 -1.222313 0.327152 0.9 -0.3 0.5
H -0.709670 -1.098993 3.133506 -2.1 0.5 1.7
```
Positions in Å, forces in eV/Å.

Output
M = 256.11 g/mol
Multiplicity = 1
Energy relative to the best compared isomer or geometry (same formula, charge and spin) = 25.4 kcal per mole
HOMO-LUMO gap = 8.945 eV
LUMO energy = -0.0300 hartree